{"formula": "C46H62N5OPPd", "method": "ωB97M-V/def2-TZVPD", "species": ["Pd", "C", "N", "C", "C", "C", "C", "C", "C", "C", "N", "C", "C", "C", "C", "C", "C", "N", "C", "C", "H", "H", "H", "H", "H", "H", "H", "H", "H", "H", "H", "H", "H", "H", "H", "H", "H", "H", "H", "H", "C", "C", "C", "C", "C", "C", "N", "N", "C", "C", "C", "C", "C", "C", "H", "H", "H", "H", "H", "H", "H", "H", "H", "O", "P", "C", "C", "C", "C", "C", "C", "C", "C", "C", "C", "C", "C", "C", "C", "C", "C", "C", "C", "H", "H", "H", "H", "H", "H", "H", "H", "H", "H", "H", "H", "H", "H", "H", "H", "H", "H", "H", "H", "H", "H", "H", "H", "H", "H", "H", "H", "H", "H", "H", "H", "H"], "xyz": [[-0.4309, 0.4599, -0.0452], [-3.3164, 1.2501, 1.5589], [-1.8958, 0.8883, 1.6917], [-1.1597, 2.1072, 2.0242], [-1.6809, -0.0960, 2.7267], [-2.4318, -0.1142, 3.8865], [-2.2288, -1.0892, 4.8501], [-1.2861, -2.0905, 4.6425], [-0.5120, -2.0895, 3.5081], [-0.6609, -1.0752, 2.5292], [-0.0010, -1.0951, 1.3564], [1.1112, -1.8193, 1.0583], [2.1982, -1.9396, 1.9489], [3.3443, -2.6025, 1.5736], [3.4343, -3.2037, 0.3240], [2.3841, -3.0964, -0.5727], [1.2266, -2.4071, -0.2348], [0.1186, -2.3047, -1.1153], [0.4646, -2.2944, -2.5239], [-0.9412, -3.2666, -0.8471], [-3.6249, 1.9434, 2.3480], [-3.9415, 0.3626, 1.6054], [-3.4779, 1.7459, 0.6005], [-1.6067, 2.5922, 2.9051], [-1.2071, 2.8100, 1.1830], [-0.1291, 1.8486, 2.2563], [-3.1910, 0.6324, 4.0579], [-2.8133, -1.0688, 5.7533], [-1.1747, -2.8771, 5.3695], [0.2004, -2.8820, 3.3362], [2.1367, -1.4655, 2.9163], [4.1773, -2.6584, 2.2552], [4.3159, -3.7591, 0.0453], [2.4622, -3.5920, -1.5266], [0.6478, -3.3009, -2.9122], [1.3527, -1.6894, -2.6815], [-0.3622, -1.8667, -3.0886], [-0.6932, -4.2431, -1.2819], [-1.8736, -2.9214, -1.2938], [-1.0747, -3.4081, 0.2223], [-5.6704, -1.9439, -0.2292], [-5.5993, -1.0292, -1.2768], [-4.4234, -0.3788, -1.5629], [-3.2670, -0.6142, -0.7851], [-3.3522, -1.5402, 0.2753], [-4.5333, -2.2067, 0.5271], [-2.1167, 0.0521, -1.0791], [-2.0604, 0.7353, -2.1876], [-0.8480, 0.9644, -2.7030], [-0.6769, 1.4541, -4.0155], [0.5928, 1.6196, -4.5184], [1.7099, 1.3099, -3.7471], [1.5583, 0.8546, -2.4352], [0.2989, 0.6914, -1.9152], [-6.5993, -2.4389, 0.0017], [-6.4810, -0.8113, -1.8600], [-4.3647, 0.3605, -2.3458], [-2.4830, -1.7358, 0.8837], [-4.5742, -2.9393, 1.3197], [-1.5544, 1.6798, -4.5973], [0.7262, 1.9848, -5.5253], [2.7015, 1.4071, -4.1618], [2.4354, 0.6141, -1.8482], [1.4432, 1.3985, 0.7162], [2.2750, 2.6213, 1.0723], [2.0904, 2.9080, 2.9158], [2.7772, 4.1200, 3.5519], [2.8435, 3.9253, 5.0752], [1.6221, 3.1685, 5.5889], [1.6130, 1.7265, 5.0584], [2.3419, 1.6325, 3.7122], [3.9724, 2.4632, 0.2836], [5.1099, 3.3270, 0.8397], [5.7748, 2.7310, 2.0774], [6.2784, 1.3232, 1.7917], [5.1069, 0.4474, 1.3680], [4.4295, 1.0104, 0.1246], [1.4180, 4.1349, 0.3749], [2.2251, 5.4443, 0.3615], [2.6887, 5.8164, -1.0425], [1.4873, 6.0646, -1.9602], [0.3239, 5.1121, -1.6449], [0.8485, 3.8267, -1.0115], [1.0167, 3.1162, 2.9898], [2.1945, 5.0155, 3.3240], [3.7830, 4.2765, 3.1693], [2.9116, 4.9006, 5.5553], [3.7382, 3.3634, 5.3447], [0.7138, 3.6951, 5.2899], [1.6371, 3.1527, 6.6765], [0.5839, 1.3707, 4.9540], [2.1092, 1.0696, 5.7718], [1.9851, 0.7685, 3.1437], [3.4110, 1.5023, 3.8766], [3.7282, 2.8430, -0.7212], [4.7686, 4.3408, 1.0516], [5.8644, 3.4065, 0.0515], [5.0659, 2.6841, 2.9053], [6.6004, 3.3755, 2.3819], [6.7575, 0.9106, 2.6803], [7.0202, 1.3533, 0.9930], [4.3785, 0.3869, 2.1777], [5.4537, -0.5637, 1.1535], [3.5760, 0.3791, -0.1378], [5.1462, 0.9889, -0.6998], [0.5707, 4.2779, 1.0603], [3.0779, 5.3813, 1.0357], [1.5882, 6.2519, 0.7292], [3.3209, 5.0255, -1.4484], [3.3023, 6.7152, -0.9898], [1.8022, 5.9477, -2.9971], [1.1460, 7.0925, -1.8438], [-0.2212, 4.8803, -2.5596], [-0.3772, 5.5863, -0.9543], [1.6154, 3.3962, -1.6596], [0.0373, 3.0809, -0.9289]], "forces_ev_per_angstrom": [[0.239, 1.067, -0.485], [-0.331, 0.084, -0.297], [0.253, -0.174, 0.659], [0.086, 0.683, 0.685], [0.165, -0.228, 0.141], [0.091, 0.148, -0.216], [0.116, -0.088, -0.031], [0.019, 0.045, 0.054], [0.123, 0.051, -0.096], [-0.527, -0.070, 0.492], [-0.171, 0.259, -0.443], [0.841, -0.757, -0.273], [-0.189, 0.012, -0.049], [0.003, -0.024, 0.125], [-0.111, 0.149, -0.073], [0.046, 0.086, 0.141], [-0.379, 0.051, 0.005], [0.447, 0.028, 0.283], [0.070, -0.210, -0.134], [0.012, -0.200, -0.081], [0.096, -0.060, -0.032], [0.004, 0.100, 0.002], [0.059, 0.020, 0.051], [0.061, 0.009, -0.101], [0.069, -0.110, 0.126], [-0.237, 0.057, -0.130], [-0.065, 0.091, -0.034], [-0.127, -0.055, 0.147], [0.073, -0.117, 0.105], [0.028, -0.058, -0.036], [-0.003, 0.061, 0.108], [0.072, -0.019, 0.130], [0.108, -0.039, 0.005], [-0.059, 0.012, -0.153], [0.011, -0.085, -0.069], [-0.042, -0.033, -0.087], [-0.060, 0.028, -0.086], [-0.025, -0.037, 0.027], [0.005, -0.074, 0.002], [-0.067, 0.069, 0.063], [-0.047, 0.060, -0.172], [-0.045, 0.147, -0.119], [-0.322, 0.139, -0.359], [0.511, 0.241, -0.550], [-0.061, -0.412, 0.408], [0.609, 0.122, 0.159], [0.575, -1.663, 2.461], [-0.824, 1.966, -3.283], [-0.588, -0.737, 0.519], [0.158, 0.319, -0.302], [-0.542, 0.099, -0.144], [0.086, -0.228, 0.346], [0.100, -0.130, 0.365], [0.360, -0.397, 0.708], [-0.116, -0.083, -0.014], [-0.052, 0.016, -0.052], [-0.055, -0.011, -0.066], [0.042, -0.024, -0.066], [0.022, 0.005, 0.092], [-0.120, 0.015, -0.127], [-0.023, 0.010, -0.082], [0.088, 0.047, -0.042], [-0.033, 0.065, 0.065], [-0.459, -0.909, -0.306], [-0.271, 1.419, 0.269], [0.329, -0.321, -0.816], [0.073, 0.079, 0.097], [-0.193, 0.109, -0.007], [0.141, -0.037, 0.127], [0.090, 0.046, -0.028], [-0.195, -0.170, -0.025], [-0.603, 0.141, 0.072], [-0.098, 0.191, 0.288], [0.191, -0.040, -0.230], [-0.240, -0.006, 0.259], [0.206, 0.060, -0.228], [-0.276, -0.205, 0.144], [0.255, -0.701, 0.196], [0.245, 0.098, 0.022], [-0.048, 0.130, 0.086], [0.043, 0.012, 0.040], [0.140, -0.126, -0.100], [-0.450, -0.017, 0.031], [0.081, -0.056, -0.201], [0.071, 0.025, -0.020], [0.034, 0.063, -0.082], [0.104, -0.016, 0.046], [0.123, 0.036, 0.025], [-0.069, 0.061, 0.005], [-0.117, 0.063, 0.061], [-0.013, -0.032, 0.003], [-0.039, -0.078, 0.058], [0.090, -0.038, 0.060], [0.068, -0.035, -0.040], [-0.057, -0.026, 0.104], [0.070, 0.010, -0.093], [-0.027, 0.040, -0.018], [-0.018, 0.050, 0.108], [-0.051, 0.038, 0.068], [0.076, -0.020, -0.042], [0.127, -0.031, -0.041], [-0.068, -0.095, 0.138], [-0.072, -0.073, 0.038], [0.099, -0.029, -0.076], [-0.025, -0.028, -0.100], [0.088, -0.138, -0.019], [-0.062, 0.148, 0.072], [0.037, -0.006, 0.097], [0.094, -0.053, -0.033], [0.084, -0.038, -0.041], [-0.039, 0.030, -0.051], [0.027, 0.068, -0.055], [-0.119, 0.021, 0.026], [-0.076, -0.002, -0.008], [-0.040, -0.084, -0.007], [0.316, 0.230, -0.059]], "mulliken_spin": [0.7018, 0.0188, -0.0023, 0.0307, 0.1242, -0.0663, 0.1678, -0.0601, 0.1902, -0.0185, 0.6422, 0.0335, 0.1507, -0.0409, 0.1184, -0.0674, 0.0604, 0.0279, 0.0047, 0.0214, 0.0036, 0.0021, 0.0019, -0.0026, 0.0090, -0.0135, 0.0052, -0.0013, 0.0034, 0.0037, 0.0003, 0.0011, 0.0000, 0.0033, 0.0046, -0.0043, -0.0007, -0.0028, 0.0004, 0.0006, 0.2142, -0.0515, 0.1726, 0.0752, 0.1239, -0.0345, 0.4054, 0.5321, -0.0284, 0.1422, -0.0353, 0.2312, -0.0208, 0.2647, 0.0014, 0.0015, 0.0099, -0.0156, -0.0001, -0.0067, 0.0025, -0.0084, 0.0012, -0.0433, 0.0308, -0.0020, -0.0012, 0.0001, -0.0001, -0.0004, -0.0050, -0.0019, -0.0006, -0.0002, 0.0006, 0.0034, -0.0028, -0.0048, 0.0000, 0.0005, 0.0003, 0.0007, -0.0241, 0.0029, -0.0001, 0.0001, 0.0000, 0.0001, 0.0000, 0.0001, -0.0010, 0.0007, 0.0093, 0.0004, 0.0059, -0.0003, 0.0006, 0.0003, -0.0001, 0.0000, 0.0000, -0.0033, 0.0007, 0.0067, -0.0023, 0.0011, 0.0000, -0.0003, 0.0002, 0.0001, 0.0002, 0.0002, -0.0012, 0.0004, -0.0067, 0.0074], "spin_multiplicity": 5, "energy_ev": -70958.396, "mol_weight_g_mol": 838.43, "lumo_energy_ev": [-6.073, -8.353], "total_charge": 2, "homo_lumo_gap_ev": [6.4, 5.0], "s2": 6.112, "de_lowest_ev": 1.073}